(1)
120
Properties=species:S:1:pos:R:3:forces:R:3 method="wB97M-V/def2-TZVPD" lumo_energy_ev=-4.04 relative_energy_kcal_mol=39.5 homo_energy_ev=-9.6 multiplicity=1 charge=+1
Ti 0.5981 -1.3629 -0.8154 0.62 0.13 -1.10
C 2.4102 2.2702 -4.7057 -0.19 0.13 -0.02
C 3.0308 1.1060 -4.8746 0.11 -0.15 0.05
C 3.0316 0.0695 -3.8489 -0.02 0.00 -0.25
C 2.5318 0.2736 -2.6258 -0.20 -0.21 0.15
C 2.0739 1.6674 -2.2304 0.00 -0.24 -0.14
C 1.7243 2.5785 -3.4235 0.28 -0.09 0.03
N 2.3853 -0.7644 -1.6906 -0.29 0.21 0.11
C 3.3932 -1.6607 -1.4988 0.02 -0.39 0.13
C 4.7763 -1.3666 -1.5639 -0.21 0.17 -0.03
C 5.6948 -2.3036 -1.1811 0.02 -0.18 0.03
C 5.3129 -3.6009 -0.7636 0.31 0.15 -0.04
C 3.9975 -3.9441 -0.7558 -0.49 -0.17 -0.01
C 3.0276 -2.9894 -1.1296 0.78 0.49 -0.35
N 1.6776 -3.1864 -1.1806 -0.16 -0.54 0.25
N 1.1715 -4.3169 -1.0093 0.06 -0.24 -0.03
C -0.2288 -4.2447 -0.9233 -0.25 0.10 0.09
C -0.9670 -5.4119 -0.9977 0.10 -0.14 -0.04
C -2.3407 -5.3345 -0.8669 -0.08 0.01 0.00
C -2.9298 -4.0975 -0.6475 -0.03 -0.13 0.04
C -2.1213 -2.9806 -0.5722 0.09 0.11 -0.01
N -0.7953 -3.0417 -0.7185 0.07 -0.49 -0.24
H 2.3609 3.0191 -5.4851 0.03 -0.05 0.00
H 3.5178 0.8865 -5.8177 0.00 0.02 0.04
H 3.3839 -0.9207 -4.1123 0.02 0.03 -0.02
H 2.8748 2.1246 -1.6426 -0.02 0.02 0.06
H 1.9021 3.6171 -3.1419 -0.13 0.06 0.07
H 5.0855 -0.3757 -1.8683 0.02 0.00 0.02
H 6.7452 -2.0394 -1.1780 -0.01 -0.01 -0.04
H 6.0695 -4.3081 -0.4533 -0.02 0.00 -0.01
H 3.6691 -4.9298 -0.4533 0.00 0.01 0.00
H -0.4487 -6.3450 -1.1655 -0.02 -0.01 0.03
H -2.9479 -6.2282 -0.9252 0.02 0.01 -0.01
H -3.9990 -3.9979 -0.5241 0.03 0.01 0.02
H -2.5412 -2.0046 -0.3712 0.03 0.04 -0.06
C -4.1948 4.1560 -1.8884 -0.01 -0.02 0.02
C -4.4459 2.9867 -0.9220 -0.03 0.02 0.04
C -4.2952 3.5084 0.5088 -0.01 -0.05 -0.03
C -5.8786 2.4635 -1.1072 0.04 -0.01 -0.02
C -3.4522 1.8726 -1.2326 0.01 -0.08 -0.08
C -2.6225 1.3428 -0.2656 -0.07 -0.09 0.07
C -1.6465 0.3964 -0.6198 0.06 0.03 -0.28
N -0.7059 -0.1867 0.1393 0.03 0.32 0.12
C -0.4124 -0.0323 1.5127 0.18 -0.30 0.14
C -0.7573 0.9653 2.4153 -0.24 0.17 -0.27
C -0.2936 0.9128 3.7245 0.00 -0.01 0.03
C 0.4228 -0.2133 4.1254 0.02 -0.01 0.05
C 0.8165 -1.2226 3.2517 0.19 -0.18 0.03
C 0.4768 -1.0403 1.9168 -0.37 0.23 0.10
O 0.9770 -1.7685 0.8853 0.20 0.07 1.33
C 1.5462 -2.4884 3.7174 -0.01 0.06 -0.22
C 1.7646 -2.5011 5.2287 -0.04 0.01 0.01
C 0.6694 -3.6940 3.3389 0.02 -0.04 0.03
C 2.9144 -2.6230 3.0301 -0.01 0.05 0.05
C -0.5229 2.0512 4.7199 -0.04 0.00 0.01
C -1.3057 3.2101 4.0999 0.02 -0.03 -0.01
C 0.8443 2.5887 5.1702 -0.02 0.01 -0.01
C -1.3004 1.5376 5.9398 0.00 -0.01 -0.03
C -1.4956 0.0249 -2.0192 -0.59 0.12 0.56
O -0.4975 -0.8121 -2.2346 -0.52 0.59 -0.45
C -2.5115 0.3897 -2.9613 0.17 -0.09 -0.20
C -3.4103 1.3440 -2.5487 -0.09 0.07 0.08
C -2.5915 -0.2997 -4.3230 0.26 0.02 0.10
C -1.2649 -0.1419 -5.0878 -0.07 0.03 0.03
C -3.7185 0.2636 -5.1835 -0.02 0.01 0.00
C -2.8636 -1.7910 -4.0600 -0.02 0.01 -0.02
H -4.8811 4.9735 -1.6594 0.02 -0.01 -0.02
H -3.1723 4.5289 -1.7878 -0.03 0.00 0.00
H -4.3527 3.8679 -2.9288 0.01 0.02 0.03
H -4.9863 4.3376 0.6663 0.01 -0.02 -0.01
H -4.5334 2.7389 1.2472 0.02 0.03 0.00
H -3.2828 3.8763 0.6945 -0.03 -0.01 0.03
H -6.5905 3.2595 -0.8813 0.00 -0.03 -0.01
H -6.0595 2.1303 -2.1308 -0.01 0.01 0.03
H -6.0758 1.6259 -0.4347 -0.01 0.02 -0.01
H -2.7361 1.6174 0.7696 0.05 0.11 -0.05
H -1.3405 1.8127 2.0879 0.02 -0.02 0.03
H 0.7089 -0.2947 5.1651 0.00 0.01 -0.03
H 0.8164 -2.4777 5.7708 0.04 0.01 0.01
H 2.2870 -3.4177 5.5086 -0.02 0.01 0.00
H 2.3754 -1.6563 5.5550 0.00 -0.04 0.01
H -0.3142 -3.6152 3.8075 0.02 -0.01 0.00
H 0.5326 -3.7542 2.2575 0.01 -0.01 0.02
H 1.1375 -4.6222 3.6770 -0.01 0.03 -0.01
H 3.5607 -1.7833 3.2984 0.00 -0.04 0.01
H 3.3989 -3.5474 3.3542 0.01 0.03 0.01
H 2.8138 -2.6503 1.9457 0.03 -0.01 0.03
H -0.7625 3.6549 3.2608 -0.04 -0.01 0.01
H -2.2937 2.8914 3.7566 0.01 0.03 0.00
H -1.4518 3.9904 4.8486 0.00 -0.01 -0.02
H 1.4127 2.9547 4.3112 0.00 -0.01 0.03
H 0.7114 3.4179 5.8697 0.01 -0.03 -0.01
H 1.4356 1.8162 5.6647 -0.01 0.03 0.00
H -2.2621 1.1175 5.6364 0.02 0.01 0.02
H -0.7461 0.7653 6.4759 -0.03 0.01 -0.02
H -1.4885 2.3581 6.6360 0.01 -0.03 0.00
H -4.1561 1.6854 -3.2517 0.03 0.02 0.00
H -1.0246 0.9130 -5.2314 -0.01 -0.03 -0.05
H -0.4383 -0.6120 -4.5582 0.02 0.02 -0.02
H -1.3548 -0.6096 -6.0704 -0.01 0.01 0.02
H -3.5773 1.3279 -5.3859 -0.02 -0.03 -0.01
H -3.7258 -0.2579 -6.1417 -0.01 0.01 0.02
H -4.6970 0.1177 -4.7207 0.01 0.02 -0.01
H -2.0609 -2.2413 -3.4752 0.00 -0.01 -0.04
H -3.8050 -1.9215 -3.5195 0.01 -0.01 -0.03
H -2.9382 -2.3252 -5.0095 0.00 0.01 0.02
I 2.6386 4.9809 1.9937 0.01 -0.06 0.02
C 3.1888 2.9817 1.7544 -0.05 0.15 0.02
C 4.4650 2.5417 2.0617 0.01 -0.06 0.01
C 4.7564 1.2042 1.8402 0.03 0.02 0.03
C 3.7723 0.3840 1.3087 -0.10 -0.04 -0.03
N 2.5415 0.8050 1.0199 0.15 0.26 0.12
C 2.2552 2.0837 1.2603 0.06 -0.17 -0.04
H 5.2081 3.2160 2.4659 -0.01 0.01 -0.02
H 5.7336 0.8040 2.0774 -0.01 0.01 -0.03
H 3.9773 -0.6624 1.1078 0.00 0.03 0.02
H 1.2456 2.4042 1.0371 0.01 0.00 -0.01
O 0.2586 2.4500 -3.5916 -0.18 -0.03 0.12
S -0.3619 2.1505 -2.1271 0.38 0.07 -0.22
N 0.8661 1.6084 -1.3948 -0.01 0.16 0.15

***

(2)
119
Properties=species:S:1:pos:R:3:forces:R:3 method="wB97M-V/def2-TZVPD" lumo_energy_ev="-2.30 / -3.53" s_squared=3.78 relative_energy_kcal_mol=26.7 homo_energy_ev="-8.5 / -9.5" multiplicity=4 charge=+1
Re -0.3627 0.1084 -0.9582 -0.03 0.65 -0.47
C 5.2986 2.9270 0.0186 -0.20 0.93 -1.07
C 4.4880 2.2241 1.0739 0.20 -0.56 0.50
C 4.0636 3.2109 2.1448 0.54 0.59 0.21
P 3.0165 1.3736 0.4176 -0.24 -0.76 0.86
C 3.5516 0.3947 -1.0579 -0.46 -0.33 1.53
C 3.9211 -1.0082 -0.4971 -0.11 0.20 -0.59
C 2.5724 0.3721 -2.1783 -1.45 0.27 -0.06
C 2.2772 0.4817 1.8236 0.16 0.15 -0.38
C 3.2137 0.2487 2.8799 -0.12 0.13 -0.51
C 2.8754 -0.0983 4.1451 0.09 0.09 0.89
C 1.5051 -0.1115 4.4501 0.35 0.17 -0.59
C 0.5700 0.0148 3.4778 0.09 0.19 -1.18
C 0.9136 0.1060 2.0568 -0.41 0.21 -0.49
N -0.0415 -0.1188 1.0791 0.25 0.16 2.18
C -1.2120 -0.7782 1.6145 0.70 -0.02 -0.45
C -1.0709 -1.8574 2.4664 -0.68 -0.82 0.61
C -2.1877 -2.4937 2.9882 0.96 -0.22 0.14
C -3.4451 -2.0377 2.6820 -0.03 -0.22 -0.02
C -3.5910 -1.0163 1.7794 -0.09 0.27 -0.05
C -2.4935 -0.4082 1.2006 0.15 -0.10 -0.12
P -2.4700 0.7740 -0.1452 -0.96 0.22 -0.26
C -2.8645 2.3856 0.6618 0.42 0.03 -0.61
C -4.3245 2.5584 1.0197 -0.71 -0.05 -0.40
C -2.0681 2.5539 1.9232 0.58 0.57 0.96
C -3.7189 0.5595 -1.5218 -0.15 0.32 -0.22
C -3.9868 -0.9328 -1.6459 -0.45 0.49 -0.30
C -5.0167 1.3416 -1.7435 -0.69 -0.55 1.65
H 5.8531 3.7592 0.4674 -0.14 -0.18 -0.12
H 4.6994 3.3379 -0.8160 0.09 0.02 0.47
H 6.0125 2.2770 -0.4395 0.54 -0.49 -0.28
H 5.1404 1.4544 1.5003 -0.14 0.07 -0.01
H 3.3786 3.9114 1.6988 -0.31 0.38 -0.02
H 4.9285 3.8168 2.4663 -0.22 -0.44 -0.05
H 3.5980 2.7731 3.0152 -0.11 -0.16 0.16
H 4.4073 0.9228 -1.4213 0.90 0.24 -0.03
H 3.0428 -1.4966 -0.0382 0.41 0.41 0.12
H 4.7716 -0.8998 0.1990 -0.42 -0.46 -0.21
H 4.1739 -1.6689 -1.3424 0.31 0.33 0.29
H 1.7192 -0.3049 -1.9396 0.25 0.54 -0.14
H 3.0181 -0.1239 -3.0164 0.35 -0.17 -0.69
H 2.2346 1.3934 -2.4643 0.08 -0.86 0.12
H 4.2493 0.3751 2.6706 0.53 0.06 -0.06
H 3.6095 -0.1944 4.9629 -0.31 -0.09 -0.76
H 1.2029 -0.1925 5.4590 -0.38 -0.10 0.95
H -0.4757 0.0145 3.7400 0.02 0.02 0.04
H -0.1315 -2.2347 2.8301 0.35 0.17 -0.40
H -2.0153 -3.3525 3.6411 -0.26 0.30 -0.17
H -4.2814 -2.5267 3.1103 -0.82 -0.23 0.28
H -4.5586 -0.6441 1.5414 -0.74 0.01 -0.29
H -2.6046 3.1513 -0.0715 0.24 0.04 0.07
H -4.7802 1.6412 1.3792 -0.07 -0.17 0.21
H -4.9364 2.9151 0.1900 0.17 -0.01 0.17
H -4.3911 3.2929 1.8129 -0.08 0.15 0.21
H -2.4539 1.9405 2.7316 -0.35 -0.26 0.06
H -2.1730 3.5934 2.2753 0.21 -0.25 -0.16
H -1.0099 2.3110 1.8734 -0.14 0.05 -0.33
H -3.0870 0.9133 -2.3427 0.15 -0.41 -0.10
H -4.7443 -1.2932 -0.9423 0.42 0.09 0.27
H -3.0560 -1.4307 -1.5399 0.56 -0.86 0.39
H -4.3725 -1.2303 -2.6147 -0.01 0.28 -0.43
H -5.6987 1.2500 -0.8775 0.14 -0.29 -0.46
H -5.4901 0.8394 -2.5825 -0.16 0.31 -0.23
H -4.9525 2.4068 -1.8874 0.45 0.33 -0.44
C -0.2603 4.0376 -2.8496 -0.87 0.80 -1.36
C -0.4602 2.5887 -2.6373 0.58 -0.15 1.92
N -0.1007 2.0858 -1.3891 0.25 0.72 -0.71
N -0.1154 3.0509 -0.3840 1.21 0.31 1.18
C 0.9487 3.1835 0.3256 -1.93 0.48 -1.19
O 2.1047 2.5741 -0.1076 0.49 -0.24 0.16
C 0.9465 4.1973 1.4321 0.25 -0.53 0.50
C 0.8525 3.7837 2.7696 -0.17 -0.39 -0.46
C 0.7986 4.7261 3.7779 0.65 -0.08 0.58
C 0.9586 6.0766 3.5238 -0.16 -0.29 -1.48
C 1.0918 6.4757 2.1898 0.03 -0.13 0.50
C 1.0482 5.5588 1.1502 0.04 -0.47 -0.04
C -0.8275 1.5997 -3.5506 -0.13 0.03 -1.31
C -1.1959 1.8154 -4.9188 0.40 0.89 0.73
C -1.6271 0.7747 -5.6711 -0.29 -0.53 -0.11
C -1.7136 -0.5325 -5.1062 0.13 1.44 -0.42
C -1.3023 -0.7000 -3.8167 0.22 0.25 0.22
N -0.8257 0.3424 -3.0524 -0.69 -1.89 -0.09
H -0.7871 4.7177 -2.1782 -0.17 -0.47 0.39
H 0.7779 4.3561 -2.7962 0.31 -0.25 -0.05
H -0.6547 4.3147 -3.8391 0.37 -0.06 0.17
H 0.7930 2.7150 3.0280 0.09 0.58 -0.18
H 0.7897 4.3917 4.8021 -0.30 -0.13 0.20
H 0.9580 6.8167 4.2950 0.08 0.18 0.42
H 1.2781 7.5091 1.9889 -0.12 0.48 -0.26
H 1.1075 5.8634 0.1136 0.08 0.18 0.02
H -1.1258 2.8413 -5.3006 -0.14 -0.58 0.01
H -1.9490 0.9441 -6.6929 0.09 -0.05 0.06
H -2.1159 -1.3101 -5.7218 -0.02 -0.54 0.11
H -1.3548 -1.6952 -3.3719 0.14 0.49 0.16
S -2.7305 -3.9274 -1.5707 -0.63 -0.01 -0.29
P -0.8418 -3.9655 -1.2291 0.15 -0.28 0.36
S 0.2320 -2.2051 -1.2891 0.55 -0.03 -0.11
C -0.5130 -4.6579 0.4154 0.12 0.18 1.56
C 0.6487 -4.3811 1.1612 0.18 -0.37 -0.56
C 0.8393 -4.8925 2.4360 -1.11 0.14 -0.27
C -0.1945 -5.6065 3.0140 -0.09 -0.59 0.62
C -1.3704 -5.8947 2.3349 0.63 0.31 -0.34
C -1.5314 -5.3842 1.0524 -0.47 -0.08 -0.91
C 0.0430 -5.0490 -2.3822 0.31 0.29 -0.02
C -0.6941 -5.9127 -3.1678 -0.28 0.16 0.23
C -0.0778 -6.8080 -4.0096 0.95 0.19 0.18
C 1.3140 -6.8408 -4.0728 0.13 0.10 0.65
C 2.0948 -5.9723 -3.2870 -1.06 -0.58 -0.38
C 1.4265 -5.0758 -2.4559 0.66 -0.52 -0.43
H 1.4389 -3.7850 0.7375 0.11 0.19 -0.25
H 1.7073 -4.7004 3.0278 0.57 0.22 0.02
H -0.0803 -5.9676 4.0334 0.03 -0.04 -0.13
H -2.0933 -6.5396 2.8047 -0.37 0.12 -0.03
H -2.4661 -5.5060 0.4774 0.52 -0.17 0.53
H -1.7588 -5.8781 -3.0605 -0.47 -0.09 -0.15
H -0.6686 -7.4992 -4.5636 -0.27 -0.40 -0.42
H 1.7889 -7.6235 -4.6374 0.18 -0.01 -0.34
H 3.1785 -6.0676 -3.3020 -0.24 0.23 0.03
H 2.0310 -4.4338 -1.8637 0.25 0.61 0.56